[1]
Computed, not measured: a 3-piece molecular cluster, C18H21F5INO11S2 overall at a distorted geometry, with ωB97M-V/def2-TZVPD.

Each line ends with the natural charge from an NBO analysis.
Cartesian coordinates (Å):
N  0.346  6.136  -0.147  -0.592
C  0.439  4.895  -0.093  0.147
C  0.493  4.106  -1.386  -0.527
C  1.147  2.760  -1.260  -0.120
C  2.407  2.549  -1.561  -0.172
I  3.713  4.063  -2.260  0.218
C  2.900  1.135  -1.420  0.478
O  3.820  0.763  -2.046  -0.463
C  2.209  0.199  -0.450  0.075
C  3.063  -0.920  0.053  -0.463
C  4.199  -0.412  0.984  -0.392
C  3.685  0.248  2.278  -0.423
C  4.649  1.232  2.912  -0.053
O  5.681  0.564  3.617  -0.729
C  0.953  0.423  -0.132  -0.233
C  0.198  -0.475  0.820  0.614
F  0.892  -0.763  1.899  -0.292
F  -0.126  -1.608  0.165  -0.320
C  -1.161  0.105  1.334  0.925
F  -1.486  -0.591  2.429  -0.324
F  -1.054  1.350  1.707  -0.298
F  -2.138  -0.090  0.499  -0.294
C  0.305  1.589  -0.812  0.618
O  -0.854  1.627  -1.052  -0.534
H  0.306  6.545  0.787  0.342
H  0.454  4.350  0.862  0.151
H  0.915  4.720  -2.178  0.261
H  -0.551  3.921  -1.679  0.262
H  2.501  -1.745  0.487  0.232
H  3.576  -1.330  -0.826  0.257
H  4.922  0.200  0.438  0.216
H  4.749  -1.309  1.291  0.226
H  2.769  0.811  2.059  0.194
H  3.368  -0.532  2.975  0.220
H  5.019  1.973  2.187  0.160
H  4.070  1.812  3.651  0.159
H  6.020  1.117  4.329  0.475
C  -1.657  -0.773  -3.135  -0.099
C  -3.012  -0.481  -3.742  -0.102
O  -2.791  -0.529  -5.155  -0.682
S  -1.646  -1.611  -5.482  2.541
O  -2.263  -2.831  -5.854  -0.893
O  -0.659  -0.987  -6.284  -0.891
O  -1.079  -1.770  -3.985  -0.688
H  -1.015  0.109  -3.157  0.191
H  -1.730  -1.142  -2.115  0.212
H  -3.400  0.490  -3.447  0.217
H  -3.738  -1.256  -3.485  0.191
C  -3.574  -2.873  2.526  -0.104
C  -4.355  -3.124  1.254  -0.102
O  -5.061  -4.345  1.498  -0.683
S  -5.435  -4.443  3.060  2.541
O  -6.770  -4.001  3.238  -0.894
O  -4.981  -5.691  3.550  -0.890
O  -4.450  -3.283  3.582  -0.684
H  -2.674  -3.492  2.567  0.191
H  -3.302  -1.832  2.644  0.220
H  -3.714  -3.222  0.382  0.211
H  -5.091  -2.335  1.078  0.191

Calculated total energy, a.u.: -3174.19297
SMILES: [H]/N=C/CC1=C(I)C(=O)C(CCCCO)=C(C(F)(F)C(F)(F)F)C1=O.O=S1(=O)OCCO1.O=S1(=O)OCCO1
HOMO energy, eV: -10.17
Molecular weight, g mol⁻¹: 713.4
Kohn-Sham gap, Ha: 0.3042



[2]
Computed, not measured: one molecule with the formula C18H21FN4O2S at a distorted geometry, with ωB97M-V/def2-TZVPD.

Each line ends with the natural charge from an NBO analysis.
Cartesian coordinates (Å):
O  0.721  3.497  -1.339  -0.599
C  1.500  3.204  -0.461  0.681
N  1.152  2.597  0.710  -0.628
C  -0.091  2.079  1.089  0.212
C  -0.165  1.408  2.310  -0.246
C  -1.354  0.847  2.734  -0.278
C  -2.469  0.960  1.924  0.372
C  -2.420  1.620  0.709  -0.250
C  -1.228  2.183  0.292  -0.252
H  -1.176  2.696  -0.653  0.269
H  -3.305  1.690  0.098  0.238
F  -3.630  0.406  2.331  -0.325
H  -1.422  0.328  3.677  0.234
H  0.717  1.322  2.929  0.208
H  1.896  2.409  1.368  0.396
C  2.998  3.435  -0.593  -0.482
H  3.152  4.343  -1.178  0.251
H  3.470  3.552  0.382  0.213
C  3.644  2.254  -1.343  -0.494
C  3.131  2.229  -2.768  0.698
O  3.653  2.868  -3.649  -0.575
N  2.020  1.474  -3.067  -0.628
C  1.169  0.687  -2.350  0.237
N  -0.002  0.393  -2.807  -0.304
N  -0.696  -0.425  -2.035  -0.261
C  -0.105  -0.808  -0.971  0.118
C  -0.653  -1.715  0.064  -0.299
C  0.152  -3.022  0.114  -0.382
C  -0.406  -3.939  1.197  -0.395
C  -1.882  -4.232  0.945  -0.396
C  -2.681  -2.934  0.880  -0.396
C  -2.128  -2.017  -0.205  -0.388
H  -2.219  -2.494  -1.182  0.213
H  -2.690  -1.084  -0.239  0.222
H  -3.730  -3.152  0.674  0.213
H  -2.632  -2.426  1.846  0.194
H  -2.273  -4.872  1.737  0.208
H  -1.987  -4.768  -0.001  0.195
H  0.163  -4.870  1.216  0.210
H  -0.293  -3.458  2.172  0.192
H  0.087  -3.517  -0.857  0.206
H  1.204  -2.801  0.313  0.205
H  -0.558  -1.216  1.037  0.224
S  1.526  -0.130  -0.827  0.267
H  1.662  1.660  -4.002  0.436
H  4.721  2.423  -1.396  0.250
H  3.457  1.315  -0.825  0.216

Calculated total energy, a.u.: -1566.11304
SMILES: O=C(CCC(=O)Nc1nnc(C2CCCCC2)s1)Nc1ccc(F)cc1
HOMO energy, eV: -8.78
Molecular weight, g mol⁻¹: 376.5
Relative energy (zero: lowest compared OMol25 entry of this formula, charge and spin), kJ/mol: 19.4
Kohn-Sham gap, Ha: 0.3278



[3]
Computed, not measured: C18H21MgP2 as an isolated structure at a distorted geometry, with ωB97M-V/def2-TZVPD.

Each line ends with the natural charge from an NBO analysis.
Cartesian coordinates (Å):
C  1.100  0.057  -3.302  -0.427
C  0.124  0.287  -4.358  -0.480
C  -0.678  -0.893  -4.432  -0.405
C  -0.296  -1.773  -3.377  -0.469
C  0.848  -1.180  -2.716  -0.379
Mg  -1.032  0.075  -2.539  0.581
P  -0.206  2.335  -1.594  -0.158
H  1.917  0.723  -3.018  0.222
H  0.097  1.134  -5.031  0.231
H  -1.446  -1.077  -5.179  0.236
H  1.427  -1.596  -1.886  0.221
H  -0.750  -2.749  -3.148  0.234
H  -0.951  2.990  -0.566  0.022
H  0.142  3.446  -2.421  0.020
H  1.055  2.246  -0.915  -0.051
C  -0.761  -2.518  0.956  -0.952
P  -0.300  -0.946  0.171  0.753
C  -1.471  0.133  1.090  -0.296
C  -2.623  0.597  0.420  -0.276
C  -3.492  1.481  1.056  -0.232
C  -3.280  1.825  2.398  -0.236
C  -2.196  1.286  3.102  -0.228
C  -1.297  0.436  2.449  -0.255
C  1.299  -0.618  1.055  -0.252
C  2.222  -1.675  1.196  -0.264
C  3.456  -1.464  1.821  -0.218
C  3.799  -0.190  2.286  -0.258
C  2.900  0.873  2.135  -0.202
C  1.661  0.666  1.515  -0.274
H  -1.815  -2.713  0.745  0.247
H  -0.619  -2.445  2.038  0.221
H  -0.157  -3.334  0.557  0.218
H  -2.850  0.285  -0.609  0.235
H  -4.338  1.898  0.503  0.213
H  -3.970  2.505  2.897  0.199
H  -2.045  1.527  4.158  0.200
H  -0.456  0.014  3.013  0.213
H  1.957  -2.682  0.856  0.207
H  4.141  -2.306  1.961  0.203
H  4.763  -0.026  2.774  0.202
H  3.153  1.863  2.525  0.206
H  0.965  1.506  1.417  0.225

Calculated total energy, a.u.: -1581.18165
HOMO energy, eV: -0.08
Molecular weight, g mol⁻¹: 323.6
Charge: -1
Kohn-Sham gap, Ha: 0.1081



[4]
Computed, not measured: C18H21N3O2S3SiTi as an isolated structure, with ωB97M-V/def2-TZVPD.

Each line ends with the natural charge from an NBO analysis.
Cartesian coordinates (Å):
Ti  -0.186  0.294  -0.519  1.661
O  -2.755  -1.580  -4.973  -0.641
C  -3.171  -0.327  -4.765  0.476
C  -4.106  0.189  -5.661  -0.292
C  -4.574  1.473  -5.509  -0.099
C  -4.130  2.294  -4.461  -0.240
C  -3.215  1.806  -3.573  -0.123
C  -2.719  0.487  -3.700  -0.286
C  -1.778  -0.005  -2.749  0.572
O  -1.399  0.799  -1.708  -0.634
N  -1.256  -1.208  -2.734  -0.408
N  -0.474  -1.381  -1.585  -0.513
C  -0.143  -2.637  -1.319  -0.066
S  -0.675  -3.934  -2.276  0.516
C  0.301  -5.184  -1.382  -0.543
C  0.428  -4.752  0.066  -0.507
S  0.851  -2.979  0.050  0.367
H  -2.098  -1.841  -4.308  0.503
H  -4.443  -0.446  -6.469  0.251
H  -5.298  1.856  -6.216  0.241
H  -4.509  3.300  -4.360  0.241
H  -2.862  2.424  -2.759  0.224
H  1.269  -5.272  -1.873  0.254
H  -0.231  -6.131  -1.466  0.279
H  1.235  -5.274  0.575  0.274
H  -0.499  -4.878  0.622  0.253
C  0.442  0.627  4.973  -1.122
Si  1.597  1.863  4.197  1.616
C  3.164  2.040  5.177  -1.133
C  0.799  3.513  3.880  -1.123
C  2.137  1.144  2.477  -0.423
C  3.481  0.876  2.204  -0.059
C  3.926  0.366  0.983  -0.225
C  3.007  0.122  -0.004  0.078
N  1.702  0.371  0.217  -0.607
C  1.275  0.868  1.420  0.089
S  -0.497  1.142  1.514  0.088
H  0.185  0.968  5.979  0.270
H  0.908  -0.355  5.071  0.250
H  -0.495  0.511  4.426  0.241
H  2.912  2.441  6.161  0.274
H  3.868  2.737  4.720  0.253
H  3.668  1.086  5.343  0.250
H  0.563  3.979  4.840  0.271
H  -0.136  3.445  3.323  0.241
H  1.469  4.189  3.346  0.255
H  4.216  1.071  2.975  0.253
H  4.974  0.172  0.806  0.265
H  3.271  -0.265  -0.979  0.238

Calculated total energy, a.u.: -3346.31908
HOMO energy, eV: -13.61
Molecular weight, g mol⁻¹: 483.5
Charge: +2
Kohn-Sham gap, Ha: 0.1881